{
  "formula": "C76H207N7O31",
  "method": "ωB97M-V with the def2-TZVPD basis set",
  "fmax_ev_per_a": 4.13,
  "orbital_gap_ev": 8.463,
  "e_above_lowest_kcal_mol": 0.90,
  "e_tot_ha": -5734.73047,
  "species": ["C", "O", "C", "C", "N", "C", "C", "O", "C", "H", "H", "H", "H", "H", "H", "H", "H", "H", "H", "H", "H", "H", "H", "H", "C", "O", "C", "C", "N", "C", "C", "O", "C", "H", "H", "H", "H", "H", "H", "H", "H", "H", "H", "H", "H", "H", "H", "H", "C", "O", "C", "C", "N", "C", "C", "O", "C", "H", "H", "H", "H", "H", "H", "H", "H", "H", "H", "H", "H", "H", "H", "H", "C", "O", "C", "C", "N", "C", "C", "O", "C", "H", "H", "H", "H", "H", "H", "H", "H", "H", "H", "H", "H", "H", "H", "H", "C", "O", "C", "C", "N", "C", "C", "O", "C", "H", "H", "H", "H", "H", "H", "H", "H", "H", "H", "H", "H", "H", "H", "H", "C", "O", "C", "C", "N", "C", "C", "O", "C", "H", "H", "H", "H", "H", "H", "H", "H", "H", "H", "H", "H", "H", "H", "H", "C", "O", "C", "C", "N", "C", "C", "O", "C", "H", "H", "H", "H", "H", "H", "H", "H", "H", "H", "H", "H", "H", "H", "H", "C", "C", "O", "H", "H", "H", "H", "H", "H", "C", "C", "O", "H", "H", "H", "H", "H", "H", "C", "C", "O", "H", "H", "H", "H", "H", "H", "C", "C", "O", "H", "H", "H", "H", "H", "H", "C", "C", "O", "H", "H", "H", "H", "H", "H", "C", "C", "O", "H", "H", "H", "H", "H", "H", "C", "C", "O", "H", "H", "H", "H", "H", "H", "C", "C", "O", "H", "H", "H", "H", "H", "H", "C", "C", "O", "H", "H", "H", "H", "H", "H", "C", "C", "O", "H", "H", "H", "H", "H", "H", "C", "C", "O", "H", "H", "H", "H", "H", "H", "C", "C", "O", "H", "H", "H", "H", "H", "H", "C", "C", "O", "H", "H", "H", "H", "H", "H", "C", "C", "O", "H", "H", "H", "H", "H", "H", "C", "C", "O", "H", "H", "H", "H", "H", "H", "C", "C", "O", "H", "H", "H", "H", "H", "H", "C", "C", "O", "H", "H", "H", "H", "H", "H"],
  "xyz": [[10.6389, -3.8926, -4.0007], [10.6867, -3.7916, -2.6238], [10.1304, -2.7181, -1.9448], [9.6060, -3.2386, -0.6185], [8.5404, -4.2223, -0.8510], [7.2812, -3.6042, -1.2181], [6.3067, -4.5659, -1.9519], [6.9926, -4.7244, -3.2463], [6.5956, -6.0322, -3.7676], [9.6729, -4.2996, -4.2997], [11.4082, -4.6216, -4.2553], [10.7544, -3.0593, -4.6938], [9.2922, -2.2520, -2.4628], [10.9580, -2.0315, -1.7664], [9.3655, -2.3900, 0.0219], [10.4283, -3.6599, -0.0401], [8.7651, -4.8685, -1.5939], [7.4360, -2.5851, -1.5723], [6.7937, -3.3951, -0.2659], [5.3731, -4.0158, -2.0701], [6.2883, -5.5108, -1.4089], [6.9100, -6.1915, -4.7991], [5.5173, -6.1780, -3.8309], [7.0702, -6.7051, -3.0534], [-5.4021, -1.3019, 1.4435], [-5.1937, -1.7998, 2.7534], [-3.9816, -2.4846, 2.9520], [-3.8906, -2.9095, 4.3776], [-2.7128, -3.7943, 4.5542], [-2.7279, -4.3851, 5.9042], [-1.4126, -5.1585, 6.1632], [-1.1523, -5.4630, 7.5737], [-0.5634, -4.3603, 8.2771], [-4.9803, -0.3021, 1.3410], [-6.4553, -1.2675, 1.1644], [-4.9811, -1.8715, 0.6150], [-3.1148, -1.8851, 2.6739], [-3.9904, -3.3399, 2.2764], [-4.7174, -3.4711, 4.8123], [-3.7392, -1.9294, 4.8299], [-1.8837, -3.2199, 4.5034], [-3.6852, -4.8996, 5.9871], [-2.7650, -3.6096, 6.6692], [-0.5574, -4.7337, 5.6375], [-1.5777, -6.0257, 5.5238], [0.4385, -4.1619, 7.8964], [-0.4695, -4.7015, 9.3081], [-1.1894, -3.4808, 8.1266], [-3.4226, 7.2889, -5.0785], [-2.6690, 8.2826, -4.3920], [-1.3058, 8.4949, -4.6991], [-0.6163, 9.1446, -3.4767], [-0.3954, 8.2792, -2.3011], [-1.5792, 8.1346, -1.4607], [-1.5891, 6.7917, -0.7115], [-1.7254, 5.8501, -1.7629], [-1.5509, 4.5322, -1.3803], [-2.8521, 6.4536, -5.4848], [-3.9398, 7.5828, -5.9918], [-4.2211, 6.9952, -4.3972], [-1.2427, 9.0346, -5.6440], [-0.8448, 7.5091, -4.7604], [-1.1316, 10.0279, -3.0995], [0.3673, 9.4371, -3.8442], [-0.2987, 7.3358, -2.6485], [-2.5639, 8.2019, -1.9232], [-1.5683, 8.9322, -0.7179], [-2.4685, 6.7604, -0.0682], [-0.6480, 6.7117, -0.1674], [-2.3001, 4.0503, -0.7522], [-0.5423, 4.3156, -1.0281], [-1.3652, 4.0255, -2.3274], [3.3160, -4.9646, 6.4348], [2.5228, -5.0037, 5.2827], [2.1655, -6.3145, 4.8425], [2.0775, -6.3554, 3.3045], [1.8951, -7.7785, 2.9037], [1.5956, -7.9881, 1.4739], [2.5937, -7.2940, 0.4727], [1.8822, -7.2168, -0.7147], [2.6023, -6.6897, -1.7831], [4.3801, -5.0881, 6.2334], [2.9111, -5.5955, 7.2261], [3.4108, -3.9542, 6.8325], [1.1909, -6.6544, 5.1928], [2.7897, -7.0831, 5.2983], [3.0603, -6.0000, 2.9948], [1.3240, -5.7255, 2.8318], [1.1547, -8.1729, 3.4661], [0.6423, -7.5675, 1.1538], [1.5474, -9.0704, 1.3545], [3.5493, -7.7885, 0.2983], [2.8188, -6.2876, 0.8258], [3.4361, -7.3249, -2.0819], [3.0484, -5.7195, -1.5646], [1.8869, -6.6022, -2.6008], [4.2257, 3.9819, 10.6605], [3.1725, 3.0324, 10.5135], [3.2934, 1.9185, 11.4692], [1.8715, 1.2514, 11.6122], [1.2189, 1.0194, 10.3281], [1.5623, -0.2839, 9.6624], [0.8625, -0.6785, 8.3682], [1.3421, 0.0938, 7.2650], [0.5393, -0.0521, 6.0243], [3.8023, 4.6628, 11.3990], [4.4970, 4.5752, 9.7873], [5.1558, 3.4901, 10.9455], [3.6479, 2.1448, 12.4748], [4.0027, 1.2848, 10.9368], [1.1978, 1.9083, 12.1624], [1.9863, 0.3130, 12.1546], [1.4917, 1.7047, 9.6381], [1.2378, -1.0246, 10.3933], [2.6228, -0.4235, 9.4529], [-0.1756, -0.3772, 8.5089], [0.8834, -1.7641, 8.2723], [0.1168, -1.0559, 5.9815], [1.1133, 0.1735, 5.1256], [-0.3289, 0.5962, 6.1425], [-4.7165, 0.9907, -1.9051], [-3.6003, 0.5626, -1.0889], [-2.5479, -0.0285, -1.7468], [-1.1569, 0.3078, -1.1106], [-0.7154, -0.6748, -0.0828], [0.1304, -0.1111, 0.9658], [1.0282, -1.2827, 1.3632], [1.9223, -0.9283, 2.3728], [2.7439, -2.0069, 2.8890], [-5.5099, 1.3443, -1.2466], [-5.2193, 0.2957, -2.5777], [-4.4315, 1.8952, -2.4424], [-2.4497, 0.3735, -2.7552], [-2.6228, -1.1148, -1.7953], [-1.2582, 1.3078, -0.6889], [-0.2981, 0.4017, -1.7752], [-1.5003, -1.1953, 0.2821], [-0.3468, 0.2686, 1.8692], [0.6282, 0.8072, 0.6543], [1.4868, -1.7196, 0.4761], [0.4779, -2.1651, 1.6898], [3.6216, -1.6591, 3.4337], [2.9857, -2.6126, 2.0156], [2.2641, -2.6743, 3.6049], [-7.1905, 6.1321, -5.5911], [-6.3332, 6.1077, -6.7940], [-6.7733, 6.9586, -7.8533], [-5.6121, 6.9661, -8.9204], [-4.8704, 5.6492, -9.0003], [-5.7237, 4.5531, -9.4988], [-4.8921, 3.3707, -9.8924], [-4.2541, 2.6180, -8.7789], [-4.1457, 1.1251, -8.8192], [-7.1977, 7.1744, -5.2721], [-6.5903, 5.5797, -4.8681], [-8.1447, 5.6242, -5.7307], [-6.8129, 7.9947, -7.5173], [-7.7554, 6.6872, -8.2406], [-4.9304, 7.7833, -8.6848], [-6.0378, 7.2776, -9.8743], [-4.7416, 5.4650, -8.0157], [-6.2149, 4.9525, -10.3861], [-6.6106, 4.2360, -8.9502], [-4.0901, 3.7198, -10.5427], [-5.5405, 2.6898, -10.4439], [-3.7366, 0.9196, -9.8083], [-5.1542, 0.7118, -8.8015], [-3.4333, 0.6015, -8.1816], [-8.8573, 4.6614, -0.8105], [-10.1515, 3.8917, -0.8696], [-11.2455, 4.7511, -0.8179], [-8.7444, 4.9288, 0.2401], [-8.9154, 5.6332, -1.3007], [-8.0601, 3.9906, -1.1308], [-10.1319, 3.1679, -0.0549], [-10.1694, 3.3585, -1.8201], [-12.0620, 4.2487, -0.7671], [-4.3642, 3.2545, -5.4604], [-5.5771, 2.5749, -6.0036], [-6.6497, 2.6600, -5.0377], [-4.6436, 4.3026, -5.3528], [-3.6010, 3.3054, -6.2370], [-4.0452, 2.8638, -4.4942], [-5.4586, 1.4977, -6.1205], [-5.8998, 3.0019, -6.9532], [-7.2225, 1.9099, -5.2132], [4.5204, 1.0840, 7.1843], [4.6200, 2.5540, 7.4918], [5.8372, 2.8631, 8.0999], [5.1976, 0.6777, 6.4331], [3.5122, 0.9250, 6.8017], [4.6869, 0.5389, 8.1134], [3.7486, 2.9170, 8.0368], [4.5676, 3.0602, 6.5279], [6.5168, 2.7798, 7.4270], [8.7263, 1.0001, 3.3929], [9.3302, -0.4076, 2.9732], [9.9278, -0.9694, 4.0882], [8.4990, 1.5121, 2.4579], [9.5200, 1.5877, 3.8542], [7.8011, 0.8836, 3.9573], [9.9766, -0.2603, 2.1080], [8.5053, -0.9925, 2.5664], [10.5354, -0.3925, 4.5567], [-0.3519, 2.1270, -5.0334], [0.3742, 3.3354, -4.6702], [-0.2338, 4.5444, -5.1766], [-0.6439, 2.0601, -6.0814], [-1.3042, 2.0781, -4.5054], [0.2909, 1.2735, -4.8178], [1.3365, 3.3643, -5.1813], [0.6542, 3.3884, -3.6182], [0.1537, 5.2602, -4.6678], [3.6238, 5.6626, 1.5168], [4.5032, 4.8803, 0.4825], [3.5830, 4.1434, -0.3290], [2.9365, 5.0221, 2.0695], [3.2019, 6.5189, 0.9908], [4.2244, 6.1564, 2.2807], [5.2294, 4.1979, 0.9241], [5.1473, 5.4705, -0.1694], [2.9740, 4.8070, -0.6612], [-3.5420, -1.1444, -5.1724], [-2.1993, -1.6684, -5.7227], [-1.8745, -2.9418, -5.1600], [-3.4526, -1.2984, -4.0970], [-4.3333, -1.7044, -5.6709], [-3.7178, -0.0734, -5.2733], [-1.4024, -0.9575, -5.5047], [-2.1468, -1.7911, -6.8045], [-0.9274, -3.0040, -5.3038], [2.5463, 1.4619, -2.3009], [2.4494, -0.0573, -2.5902], [3.7296, -0.4216, -3.1154], [1.4827, 1.6510, -2.1556], [2.7937, 2.0826, -3.1620], [3.1370, 1.6865, -1.4128], [1.6920, -0.3517, -3.3167], [2.3361, -0.6119, -1.6587], [3.7804, -0.3034, -4.0667], [7.2710, -1.9018, 7.6665], [7.5978, -2.8012, 6.5417], [7.1432, -2.3638, 5.3132], [7.6431, -0.8972, 7.4656], [7.6127, -2.1344, 8.6751], [6.1952, -1.7428, 7.7398], [7.2732, -3.8323, 6.6818], [8.6826, -2.7493, 6.4486], [7.7114, -2.6566, 4.5970], [-1.1009, -5.0608, -0.4426], [-1.2243, -6.1493, -1.5004], [-1.2811, -7.3262, -0.7202], [-0.2595, -5.3957, 0.1640], [-1.9849, -4.8713, 0.1662], [-0.9333, -4.1238, -0.9737], [-0.3727, -6.3446, -2.1520], [-2.0753, -6.0204, -2.1693], [-0.6689, -7.9205, -1.1602], [-5.5981, -2.6969, -1.9632], [-6.1964, -4.0431, -1.4876], [-5.4342, -4.4726, -0.4256], [-4.5095, -2.7076, -1.9083], [-6.0486, -1.9109, -1.3572], [-5.7254, -2.4035, -3.0052], [-6.3227, -4.8210, -2.2407], [-7.1890, -3.9049, -1.0588], [-5.5202, -5.4246, -0.3367], [5.5957, 0.1775, 1.8289], [4.8229, 0.3195, 0.4504], [4.9943, -0.8474, -0.3281], [6.6532, 0.1520, 1.5661], [5.4005, -0.7741, 2.3233], [5.3413, 1.0717, 2.3980], [5.0924, 1.2106, -0.1166], [3.7482, 0.4386, 0.5881], [4.5483, -0.8216, -1.1777], [-8.1376, -0.2508, -0.8499], [-8.8400, 0.0515, -2.1303], [-10.2386, 0.2427, -1.9510], [-7.0493, -0.2058, -0.8085], [-8.4565, -1.1861, -0.3898], [-8.4094, 0.4449, -0.0560], [-8.5186, -0.6600, -2.8910], [-8.3292, 0.9511, -2.4738], [-10.5972, -0.5790, -1.6079], [-8.2071, 1.3313, -8.1066], [-9.1437, 1.0363, -6.9493], [-8.4232, 0.7072, -5.7346], [-7.7123, 2.3019, -8.1408], [-8.7728, 1.1388, -9.0183], [-7.4918, 0.5098, -8.0671], [-9.8064, 0.2546, -7.3209], [-9.8385, 1.8613, -6.7920], [-8.3607, -0.2507, -5.7229], [0.2762, -2.9504, -3.0948], [1.2080, -3.5218, -4.1745], [0.9059, -2.8206, -5.3622], [-0.0657, -1.9248, -3.2336], [0.9339, -2.8272, -2.2344], [-0.5683, -3.6141, -2.9092], [1.0820, -4.6011, -4.2594], [2.2387, -3.3100, -3.8901], [1.4058, -2.0015, -5.3360], [-5.2575, 5.4835, 1.9151], [-5.2299, 5.4720, 3.4154], [-6.0166, 6.5896, 3.8746], [-6.2274, 5.1913, 1.5126], [-4.5308, 4.7192, 1.6396], [-4.8605, 6.4394, 1.5733], [-4.2214, 5.6064, 3.8066], [-5.7148, 4.5898, 3.8335], [-6.9293, 6.3763, 3.6669], [8.1115, -5.4988, 3.6716], [8.8310, -4.2146, 3.1604], [9.6744, -3.7408, 4.2430], [7.1936, -5.1934, 4.1737], [8.8003, -6.0493, 4.3125], [7.8435, -6.2107, 2.8910], [8.1399, -3.4188, 2.8828], [9.3633, -4.4929, 2.2508], [9.8810, -2.8264, 4.0359]]
}